Below is 9 unconnected molecules or ions with the total composition C81H171N9O9 at a distorted geometry, with properties calculated with ωB97M-V/def2-TZVPD.

Element x y z (Å)
1 C -2.879 -0.190 7.872
2 H -7.022 6.562 -0.119
3 H -0.318 0.795 -2.829
4 C -2.386 -8.202 0.227
5 C 4.604 1.724 4.057
6 C -0.405 2.220 5.540
7 H -1.713 -1.159 -4.596
8 H 5.580 -1.804 2.561
9 H -5.900 1.340 0.704
10 H -5.384 0.309 4.458
11 H -2.956 3.312 7.939
12 H -2.783 1.888 -6.352
13 H 7.271 -0.035 4.133
14 H 8.358 2.586 -6.939
15 C -2.756 1.937 -0.114
16 H 4.460 -2.597 -1.320
17 H -0.941 3.323 1.658
18 H 4.358 -7.566 -1.189
19 H -4.478 -1.122 2.961
20 H 3.061 3.034 4.892
21 H -2.536 -0.988 7.217
22 H 1.082 0.082 -2.087
23 H 7.903 -0.706 2.667
24 H 6.977 2.548 3.103
25 C -5.208 5.555 -0.444
26 C -5.813 -1.537 1.424
27 H -2.984 5.884 -3.049
28 H 4.821 -1.089 4.688
29 H -3.672 -2.902 -0.305
30 H -7.431 -0.519 -0.384
31 H -6.552 1.669 2.303
32 C 5.794 1.020 -3.628
33 H -0.888 -4.794 -2.588
34 C -6.125 -0.189 5.087
35 C -2.542 0.908 -5.941
36 H -2.163 2.599 4.280
37 H -1.669 -8.827 0.760
38 H 4.270 3.951 3.950
39 H -3.161 0.687 -5.069
40 N -2.621 -6.036 -0.870
41 C -5.051 -1.999 2.649
42 C -0.963 -0.878 -5.338
43 H 5.075 -4.045 -4.383
44 C -2.697 1.400 6.012
45 C 3.312 -4.486 -3.187
46 C -0.984 3.863 -4.556
47 H 0.120 2.995 4.971
48 H -6.260 3.157 0.550
49 C -1.479 1.435 0.665
50 H 7.713 1.035 -6.314
51 H -2.959 0.159 -6.620
52 H -3.214 2.818 0.332
53 H 9.133 3.027 -4.556
54 H -8.696 -0.919 5.574
55 H 6.620 -0.340 -5.079
56 H 3.770 -4.932 0.743
57 H 3.784 -7.426 -3.371
58 C -2.361 -4.587 -0.933
59 H 1.301 3.765 -6.053
60 H 9.094 1.383 -2.603
61 H 1.806 1.792 -0.477
62 H 5.961 2.711 5.375
63 C 4.253 -0.802 3.801
64 H 1.075 3.923 7.526
65 H 3.480 -1.563 3.675
66 H -2.663 1.530 2.470
67 H 3.610 -4.334 -5.337
68 C 4.748 -5.078 0.288
69 H 2.973 0.501 4.908
70 H 0.150 0.166 8.880
71 C -1.984 0.804 2.013
72 H -4.972 1.873 -1.619
73 C -0.123 0.774 -6.865
74 H -4.060 2.062 8.511
75 H -5.049 -1.207 0.712
76 H 6.624 -0.567 0.485
77 H 2.427 0.956 0.893
78 H -5.390 1.995 -3.349
79 H 6.083 0.935 5.403
80 H 1.417 -0.799 2.021
81 H -3.494 6.843 -0.923
82 H 5.559 0.789 0.245
83 H 4.197 2.899 -4.684
84 H 1.222 2.078 -7.866
85 H 7.001 0.158 -2.106
86 H -4.046 6.026 1.489
87 H -7.860 4.253 -2.434
88 C 0.614 0.000 0.123
89 C 7.082 2.704 -5.140
90 C -1.616 -7.003 -0.349
91 H -5.033 0.936 2.144
92 H -4.285 -4.463 0.139
93 H 6.564 -4.991 -2.274
94 C 0.660 -1.045 1.274
95 O -1.104 0.999 -3.346
96 H 6.622 -6.332 -1.094
97 H -3.105 -7.855 0.971
98 C -3.011 2.294 8.325
99 H -1.949 -4.002 1.092
100 H 4.413 0.323 -2.110
101 H 4.723 1.759 6.218
102 C -1.441 -4.060 0.126
103 H 0.068 -6.774 -1.759
104 O -6.720 3.745 -0.057
105 C 3.711 -6.696 -1.316
106 H -4.629 6.318 -3.179
107 O 4.880 -3.172 -1.968
108 C -8.144 -1.726 5.093
109 C -0.693 -7.505 -1.489
110 H -6.705 0.683 5.402
111 H -3.971 -0.209 7.893
112 C 7.517 2.102 -6.443
113 H 0.526 -4.945 -0.383
114 C -7.866 -0.469 0.615
115 C 3.051 -7.000 -2.683
116 H -8.876 -2.222 4.454
117 H -4.318 -2.727 2.303
118 H -7.173 3.765 -3.868
119 H 4.646 1.989 -1.978
120 C 8.335 1.322 -3.386
121 H 8.059 3.436 -3.283
122 C -4.415 4.196 -2.900
123 C 4.543 1.213 -2.737
124 C 1.462 1.468 6.903
125 H 1.669 -5.442 -2.350
126 H 5.903 -6.561 -2.652
127 H -4.489 4.444 1.371
128 C -6.922 -1.180 4.261
129 H -0.179 1.368 4.894
130 H -5.618 5.676 1.750
131 H 0.354 2.912 -2.312
132 C -2.330 1.190 7.549
133 H 6.427 4.491 -6.317
134 N -0.838 1.144 7.681
135 H 4.444 -0.883 1.631
136 H -5.346 -2.597 4.638
137 H -9.292 -0.237 2.901
138 H -6.447 6.854 -1.767
139 C -6.032 0.918 1.703
140 H -6.645 1.789 -2.018
141 N -5.680 4.191 -0.828
142 C -6.768 -0.415 1.727
143 O -0.410 0.935 9.021
144 N -0.570 1.399 -4.551
145 C -1.788 -4.214 -2.367
146 C 3.731 3.009 4.030
147 C -5.704 2.242 -2.336
148 H -2.991 -8.737 -0.504
149 C -3.968 5.631 -2.649
150 C 5.854 -0.318 -4.305
151 H -0.310 2.749 -7.590
152 C -5.759 3.771 -2.245
153 H -3.733 1.742 6.055
154 H 1.695 -3.295 -2.493
155 H 2.931 -6.638 -0.556
156 C -1.887 2.532 5.334
157 H 2.274 -0.677 -1.191
158 H -4.268 -6.587 -1.454
159 H -2.630 -0.044 1.786
160 H 3.000 2.893 3.226
161 H 0.390 -4.551 1.210
162 C 6.014 -5.829 -1.849
163 C 8.208 2.703 -4.077
164 H -0.063 3.418 8.756
165 H 1.944 -3.266 -4.322
166 C 1.186 -0.565 -1.215
167 H -0.432 3.212 -0.003
168 C 0.829 2.237 1.405
169 C 1.490 1.289 0.438
170 H -1.076 -1.527 -6.206
171 C 2.409 -5.719 -3.108
172 H -5.642 7.649 -0.403
173 H 8.737 0.536 -4.026
174 C 5.395 1.779 5.361
175 H -8.434 -1.393 0.732
176 H 1.764 -5.887 -3.974
177 C 0.906 2.885 -3.255
178 C -0.731 -6.389 0.793
179 C 0.067 2.751 -4.568
180 H 0.839 -1.547 -1.537
181 C 7.004 1.070 -2.705
182 H -0.683 0.513 -7.768
183 H 6.858 1.900 -2.009
184 H -1.458 3.980 -3.583
185 H 1.549 0.476 6.454
186 H -1.812 -0.136 -1.471
187 H -0.635 4.274 7.306
188 C -6.015 -2.347 3.811
189 H -6.760 5.417 -3.262
190 H -4.497 -3.898 -1.485
191 H -2.520 2.326 9.302
192 H -1.287 -6.198 1.711
193 N 4.046 -4.329 -1.957
194 O 6.202 2.724 2.553
195 H -0.292 -1.194 1.777
196 H -2.179 3.517 5.703
197 H -0.209 -8.357 -1.001
198 H 0.151 -7.013 0.935
199 H 2.133 2.026 6.247
200 C 5.072 -0.837 2.522
201 H 7.890 4.733 -5.464
202 H -1.115 -7.967 -2.380
203 C 6.376 0.424 0.870
204 H 1.563 3.751 -3.169
205 H -0.024 -1.137 -4.845
206 H 2.894 0.680 3.159
207 C 0.456 2.151 -7.091
208 C 1.054 2.730 -5.805
209 C -4.834 5.422 1.029
210 H -6.253 -2.310 0.790
211 C 0.048 2.150 6.984
212 H -7.760 -2.457 5.804
213 C -0.224 -4.977 0.413
214 H -1.419 -3.187 -2.345
215 C -3.862 5.833 -1.110
216 H 6.692 2.079 -7.158
217 H 5.819 -1.166 -3.622
218 N 5.874 2.115 -4.597
219 H 1.953 2.150 -5.597
220 H 1.447 3.134 1.476
221 H 0.992 -1.992 0.844
222 H 4.979 -0.465 -4.948
223 H 0.674 0.030 -6.915
224 H 6.390 4.659 -4.509
225 H -3.472 1.117 -0.178
226 N -7.479 -0.576 3.004
227 H -6.616 -3.234 3.606
228 O 4.753 2.406 -5.300
229 C 6.077 0.366 2.372
230 C 4.630 -5.444 -1.227
231 H 2.939 -2.345 -3.325
232 C -6.931 4.376 -2.996
233 H -1.104 -3.060 -0.144
234 H -0.401 4.767 -4.747
235 H -5.716 -0.551 6.031
236 C 2.395 -3.292 -3.329
237 C 3.578 0.582 4.004
238 C 7.397 0.173 3.071
239 H 2.299 -7.782 -2.568
240 H -1.213 0.635 2.764
241 H -1.746 3.698 -5.317
242 C -3.777 -3.928 -0.666
243 H 0.762 1.853 2.425
244 H 5.396 -5.782 0.813
245 O -1.601 -0.551 -0.628
246 O -3.419 -6.588 -1.907
247 H -3.614 3.454 -2.904
248 N 5.395 1.600 2.803
249 H 3.536 1.184 -3.156
250 H 4.593 -5.633 -4.426
251 H -2.447 -4.477 -3.192
252 H 5.337 -4.176 0.472
253 O -8.537 0.291 3.178
254 H -3.107 5.168 -0.688
255 N -0.770 0.447 -0.148
256 H 1.487 1.974 -3.090
257 H -8.500 0.412 0.708
258 H 1.898 1.335 7.894
259 C 6.915 4.251 -5.372
260 C 4.155 -4.633 -4.444
261 H -2.411 2.125 -1.133
262 H 8.112 0.978 2.894
263 H 7.193 1.104 0.621
264 C -6.135 6.734 -0.732
265 C 0.068 3.531 7.680
266 H -2.644 -0.376 8.924
267 C -1.058 0.619 -5.672
268 C -0.565 2.623 0.908
269 H -4.602 4.142 -3.979
270 H -2.688 0.467 5.450

The value obtained for the HOMO-LUMO gap is 8.1 eV. The calculation puts the strongest force on any atom at 3.27 eV/Å. The spin multiplicity is 1. Its highest occupied orbital energy is -7.743 eV. As for the energy above the lowest of the compared OMol25 structures with the same formula, charge and spin: 500.08 kJ/mol. Its total energy is -4358.295292 a.u.

Below is 5 unconnected molecules or ions with the total composition C81H73IO18 at a distorted geometry, with properties calculated with ωB97M-V/def2-TZVPD.

Element x y z (Å)
1 C 1.545 -6.974 -1.739
2 C -5.946 3.176 -1.419
3 H 5.522 -1.090 -3.380
4 C -5.731 1.834 4.017
5 C -4.096 -0.670 -1.417
6 H -7.250 8.986 -0.337
7 H -1.409 4.515 0.094
8 C 7.343 3.904 -3.752
9 O -2.124 2.620 -3.002
10 C 0.782 -9.849 0.560
11 C -0.571 -6.539 -0.682
12 H 0.131 0.551 1.417
13 C -2.748 -0.805 -2.029
14 H -3.139 -11.316 3.891
15 H -6.528 -0.043 -0.526
16 C -4.639 -4.225 3.578
17 H 2.326 -6.676 -2.425
18 O 1.032 4.185 -1.569
19 H -2.651 -2.895 -1.600
20 H 7.942 0.754 -4.417
21 H 7.597 0.683 -2.259
22 C 2.244 0.314 0.970
23 H 7.777 -4.031 -1.311
24 C -5.587 7.637 -0.497
25 C 3.531 -0.514 -2.912
26 O 1.715 -0.023 -5.237
27 C -1.271 -11.859 2.984
28 H -0.404 -3.168 -2.600
29 C -4.630 -4.662 2.264
30 C -2.353 -11.016 3.212
31 O -4.661 -1.619 -0.912
32 C -5.598 5.773 1.017
33 C -7.435 3.522 4.184
34 C -5.649 3.754 2.581
35 C -4.736 0.678 -1.439
36 H -3.169 -1.977 0.798
37 H 6.404 -3.589 -2.377
38 H 3.110 0.194 1.626
39 C 2.873 0.232 -5.075
40 I 9.534 -1.839 -0.845
41 C 1.756 5.020 1.156
42 H 3.887 5.255 1.418
43 C -4.066 1.784 -1.962
44 H -5.117 8.187 -1.301
45 H 1.173 0.527 2.840
46 C -0.885 -2.198 -2.611
47 C -6.824 4.237 3.163
48 C -3.582 -2.171 2.888
49 H -5.044 -4.845 4.366
50 C -7.385 7.390 1.081
51 C -0.459 -7.729 0.026
52 H -8.315 7.732 1.515
53 C 1.659 -8.163 -1.040
54 C -1.539 -8.100 0.986
55 H -4.206 -1.247 7.666
56 H -1.432 4.732 -1.688
57 H -4.112 -4.196 0.234
58 H 6.569 2.633 0.545
59 H -7.621 2.181 -0.514
60 H -3.267 -9.131 2.732
61 C -1.423 -9.408 1.692
62 H 1.872 2.037 -0.358
63 O -8.468 5.929 3.204
64 C -6.622 2.070 -0.914
65 C -3.061 -0.360 4.608
66 C -4.673 3.034 -1.942
67 C -2.553 0.895 4.911
68 H 7.052 4.056 -5.899
69 C -6.793 6.233 1.573
70 C -4.956 4.516 1.503
71 H 0.336 -5.241 -2.119
72 C -6.017 0.825 -0.920
73 C 6.546 4.353 -4.976
74 H -5.316 0.890 4.342
75 C -4.996 6.483 -0.013
76 O -3.908 4.129 1.034
77 H 2.521 -8.802 -1.168
78 C 7.273 1.624 -4.370
79 H -0.341 0.983 -3.614
80 H 0.910 -1.123 0.010
81 H 6.296 -3.409 -0.638
82 C 5.720 3.319 0.595
83 H 3.369 4.722 -0.194
84 H 5.692 3.964 -0.281
85 H 5.534 3.956 -4.932
86 C -0.259 -11.475 2.121
87 H 4.752 -1.852 -1.970
88 H -1.217 -12.817 3.484
89 C -4.109 -3.853 1.260
90 H 4.558 1.187 -5.966
91 C 4.073 3.216 -2.583
92 H -2.093 1.483 4.128
93 C -3.581 -2.612 1.570
94 H -4.067 6.119 -0.430
95 O -2.478 -7.358 1.179
96 C 0.427 -6.166 -1.565
97 C 4.027 2.512 -1.626
98 C -1.013 5.087 -0.745
99 H 1.101 1.980 1.821
100 H -8.339 3.911 4.632
101 C -2.702 1.651 -2.560
102 H 7.148 6.183 -5.350
103 H -4.203 2.174 2.543
104 C 3.888 0.353 -6.166
105 C -4.175 -2.504 5.309
106 H 5.898 3.939 1.477
107 O 1.167 5.728 0.054
108 H 6.876 1.803 -5.375
109 C -0.837 0.129 -3.174
110 C 6.574 1.064 -2.204
111 H 1.185 4.108 1.356
112 C 4.450 2.509 0.800
113 H -2.258 2.368 6.435
114 C -6.785 8.088 0.047
115 O 3.418 0.501 -3.833
116 H -1.442 -5.916 -0.534
117 C 0.468 4.927 -0.816
118 H 1.872 -1.801 1.375
119 C -7.452 5.505 2.696
120 H 2.366 0.569 -1.136
121 H -4.138 3.885 -2.341
122 O 8.060 2.688 -3.923
123 C -4.125 -2.973 3.895
124 H 7.364 -0.167 -0.235
125 H -7.369 1.763 5.402
126 C 4.014 1.658 -0.440
127 H 8.091 4.674 -3.550
128 C 1.870 -1.109 0.530
129 H 7.582 -1.541 -2.598
130 C 4.919 -0.906 -2.488
131 H 4.460 -0.574 -6.241
132 H 6.589 1.993 -1.631
133 C 5.674 0.028 -1.497
134 C 0.655 -8.549 -0.161
135 C -3.249 0.620 7.195
136 C -3.742 -0.641 6.901
137 H -6.418 4.150 -1.406
138 C 6.682 -0.871 -0.715
139 H -3.331 1.008 8.201
140 C -6.890 2.323 4.609
141 H 2.620 -1.479 -0.171
142 H 3.358 0.537 -7.100
143 O 2.568 -1.066 -2.467
144 H -1.269 6.139 -0.625
145 C -5.107 2.548 3.008
146 C 2.547 1.189 -0.262
147 C 7.474 -1.866 -1.566
148 C -3.647 -1.138 5.607
149 H 6.680 3.868 -2.882
150 H 0.740 -1.235 -3.629
151 C 1.091 0.890 1.813
152 H 4.688 1.768 1.569
153 C -0.226 -1.115 -3.184
154 C 3.200 4.595 0.876
155 C -2.138 -2.052 -2.045
156 H -5.027 -5.636 2.016
157 O -4.635 -3.199 6.190
158 C -2.994 -0.840 3.198
159 C 6.977 -3.319 -1.488
160 O -2.486 -0.161 2.331
161 O 3.351 3.250 1.297
162 C -2.430 -9.794 2.567
163 C -0.328 -10.247 1.475
164 C -2.087 0.293 -2.590
165 O 6.174 1.354 -3.544
166 O 1.751 -10.559 0.405
167 H 6.118 -1.366 0.076
168 C -2.648 1.386 6.201
169 H 1.671 5.647 2.042
170 H 0.590 -12.119 1.939
171 O 4.856 0.494 -0.436
172 O 6.379 5.771 -4.943
173 H 3.990 3.759 -3.504

The value obtained for the HOMO-LUMO gap is 8.3 eV. The calculation puts the strongest force on any atom at 1.33 eV/Å. The spin multiplicity is 1. Its highest occupied orbital energy is -9.243 eV. Its total energy is -4782.403170 a.u.

Q: Which of these has the lowest strongest force on any atom?
A: C81H73IO18

Q: What is the formula in the second record?
A: C81H73IO18

Q: The highest strongest force on any atom belongs to which entry?
A: C81H171N9O9